1.
{
  "formula": "C10H25BaN3O5P2S2Ta",
  "method": "ωB97M-V/def2-TZVPD",
  "species": ["H", "O", "H", "C", "H", "Ba", "H", "H", "N", "S", "P", "H", "H", "H", "H", "P", "H", "C", "H", "H", "H", "H", "O", "O", "H", "O", "C", "H", "H", "C", "Ta", "S", "H", "C", "C", "N", "C", "N", "H", "H", "H", "C", "C", "H", "H", "C", "H", "O", "H"],
  "coordinates": [[-1.217893, -2.600228, -1.415606], [-7.325650, -0.818550, -0.603345], [1.220597, -0.930102, 2.671121], [0.112340, 2.623446, 1.396038], [2.993443, -1.696177, -0.619487], [0.017549, 5.524491, 1.544860], [3.016229, -2.238897, 1.055356], [-2.636640, -1.100778, 0.842827], [-6.036668, 0.420005, 0.685544], [-5.122882, -2.116377, 0.238965], [1.711966, 1.733955, 1.640921], [-3.750237, -2.249476, -1.724276], [-2.104175, -3.421991, -0.162304], [5.046662, 2.088655, -2.269213], [1.978337, 0.334971, -2.184889], [0.781786, 0.545222, -1.466159], [-0.420788, 2.176988, 0.552601], [4.212073, -0.499416, 0.687504], [3.533917, 0.840962, -0.918725], [2.144171, 2.616440, 3.634759], [-4.186567, -0.595412, -1.328866], [-0.586835, -2.860066, 1.549533], [5.256399, -0.780655, -2.352516], [6.944018, 0.063938, -0.728499], [-2.014251, -0.419255, -0.633719], [1.958841, 1.742164, 3.289176], [-6.181442, -0.747409, 0.143304], [4.217035, -0.080084, 1.696076], [-0.083882, -0.243889, -2.254171], [-0.289652, -2.500278, 0.553575], [0.862733, -0.673389, 0.903177], [5.730083, 0.228629, -1.457004], [-0.658032, 0.272614, 1.387581], [2.949842, -1.336679, 0.421918], [-1.527407, -2.509805, -0.367721], [0.336418, 2.110173, -1.473613], [4.427400, 0.630598, -0.331885], [-7.127746, 1.190261, 0.282052], [-0.457782, 2.259295, -2.089773], [0.455997, -3.201442, 0.148340], [-0.505087, 2.641980, 2.314452], [-3.824142, -1.530935, -0.905768], [-2.473909, -1.323625, -0.214974], [-8.771884, 0.625811, -0.956927], [4.726038, 1.561799, 0.153683], [-7.841769, 0.406265, -0.457468], [5.088673, -1.155203, 0.648352], [5.879176, 1.601547, -2.264462], [0.388887, 3.599611, 1.057173]],
  "forces_ev_per_angstrom": [[0.0181, 0.0943, 0.0799], [0.2473, -0.1676, 0.1316], [0.1427, 0.7097, -0.3340], [-0.5279, -0.7077, 0.6958], [-0.1204, -0.0532, 0.0482], [-0.0480, 0.5932, 0.1566], [-0.2881, -0.0002, 0.0136], [0.0116, -0.0282, -0.0781], [-0.1399, -0.2416, -0.2236], [-0.0391, -0.2639, -0.0610], [0.3777, 0.5542, -0.1697], [0.0036, -0.0137, 0.0573], [0.0449, 0.0285, -0.0690], [-0.1130, -0.0713, -0.2054], [0.0143, -0.2275, -0.1548], [-0.1606, 1.4866, 0.3412], [-0.0232, 0.2220, 0.0025], [0.1997, -0.3744, -0.1447], [0.0193, -0.0753, -0.0125], [0.3549, -0.0543, -0.0247], [-0.0134, -0.0553, 0.0287], [0.1599, 0.0156, 0.0473], [0.1099, -0.0091, 0.0362], [0.0473, -0.0574, -0.2236], [0.0523, -0.0659, 0.0385], [-0.5350, -0.1060, 0.2754], [-0.1657, 0.5628, 0.1993], [-0.1555, 0.0087, -0.0794], [0.0283, -0.2622, 0.0134], [-0.2957, 0.9307, -0.3409], [0.2187, -3.4860, 0.3622], [-0.2709, -0.0960, 0.0696], [0.3506, 0.1629, -0.2019], [-0.0449, 1.0675, 0.0503], [-0.2312, -0.4703, 0.0874], [-0.2913, -0.2515, 0.0574], [-0.0673, 0.3185, 0.4084], [-0.1075, -0.5170, -0.2801], [0.2596, 0.0540, -0.2316], [0.0830, -0.0413, 0.1785], [0.0796, 0.1282, -0.0219], [0.1695, 0.1140, -0.1242], [0.0365, 0.2282, -0.0046], [0.0403, 0.0190, 0.0671], [0.0569, -0.0855, 0.0266], [0.0387, 0.5283, 0.1936], [0.0112, 0.0804, 0.0709], [0.2160, 0.1551, 0.0957], [0.2461, -0.2801, -0.8475]],
  "lumo_ev": -5.88,
  "e_homo_ev": -9.78,
  "charge": 1,
  "molar_mass_g_mol": 711.684,
  "homo_lumo_gap_ha": 0.1433
}

---

2.
{
  "formula": "C23H54BBrN5O3",
  "method": "ωB97M-V/def2-TZVPD",
  "species": ["H", "H", "H", "H", "H", "H", "H", "H", "C", "O", "H", "N", "C", "H", "C", "N", "C", "H", "H", "C", "N", "H", "H", "H", "H", "H", "N", "C", "H", "C", "H", "N", "H", "C", "H", "H", "H", "H", "C", "C", "H", "H", "C", "C", "H", "H", "H", "H", "C", "Br", "H", "C", "C", "H", "H", "C", "C", "H", "H", "H", "C", "C", "H", "H", "H", "H", "H", "H", "C", "C", "H", "H", "O", "B", "H", "C", "C", "H", "H", "H", "H", "H", "H", "H", "H", "O", "H"],
  "coordinates": [[-7.658137, 1.608049, 0.347975], [0.498453, -0.840734, 2.791415], [3.580726, -9.413364, 3.176638], [0.627566, -5.356558, 5.215985], [2.543502, -8.045367, 6.440745], [3.090640, -4.772505, 3.469679], [-0.996153, 2.730232, -1.932682], [1.002844, -4.348028, 1.212788], [2.571343, 5.028157, -5.205593], [1.533852, -2.391774, 1.238365], [1.779074, -6.549206, 6.847071], [-3.510564, 1.622660, 0.358177], [2.275239, -4.487451, 4.134764], [-1.650875, 0.025214, -2.224158], [-0.073265, 5.445191, -3.415491], [-5.782875, 1.235949, -0.631714], [0.716332, 6.198975, -6.323076], [0.743726, 5.449132, -2.693375], [3.825002, -5.283079, 6.447959], [2.701866, -7.540560, 3.759265], [0.769964, 2.080279, -1.029714], [1.750618, 0.231960, 2.268347], [1.293134, 2.913388, -1.265598], [-0.960497, 5.068547, -2.896313], [2.181725, -9.586342, 4.239847], [1.609288, 5.675041, -8.223790], [1.913428, -6.932810, 4.814820], [-5.771144, -0.250499, -0.697402], [0.934923, 1.373192, -1.733778], [-2.482199, 1.716106, 1.408597], [4.570660, -6.618533, 5.562735], [1.175333, 5.018257, -5.611314], [-3.458330, 1.264692, -1.700587], [-0.145837, 0.955642, 1.712890], [1.277545, -3.664322, -0.378829], [-2.038123, 2.704406, 1.385327], [-0.709755, 4.341617, -5.139974], [2.671492, 7.138474, -4.616509], [3.072124, -8.988466, 4.042615], [-0.638506, 2.403946, -0.948758], [-6.094609, -0.554768, -1.683483], [4.139959, 6.220879, -4.320118], [2.490192, -6.994582, 6.147107], [-2.947446, 1.367178, -0.756749], [-7.259911, 2.722386, -0.992513], [-0.282173, 6.473679, -3.705830], [0.348964, -1.204941, 0.045745], [2.574434, 6.820345, -7.280378], [-1.408848, 0.711401, 0.894966], [-2.262709, -1.025048, 1.221446], [0.439306, 1.767369, 1.301188], [0.233309, 4.544828, -4.621082], [1.159487, -1.098421, 0.759614], [2.006196, -0.687732, 0.214864], [0.578223, 3.569305, -4.258181], [-1.447474, 1.175086, -0.590170], [3.873894, -6.367671, 6.363354], [2.764008, 6.014043, -3.256288], [-2.860251, 1.516667, 2.397379], [-0.306939, 6.008927, -6.657980], [0.814508, -0.221931, 1.961435], [3.050456, 6.167591, -4.296352], [-6.393186, -0.700319, 0.069581], [2.700572, -4.064084, 5.043640], [0.671415, 7.089232, -5.676186], [-0.494170, 1.283827, 2.689027], [-7.744571, 1.087003, -1.311633], [2.104974, -7.517214, 2.843001], [1.331978, -5.659153, 4.435757], [0.864788, -3.459022, 0.609558], [4.302514, -6.740311, 7.295454], [-0.812987, 3.246020, -0.289505], [-5.507667, 2.436243, 1.522390], [-5.017346, 1.764719, 0.439901], [1.719209, -3.687479, 3.639611], [-7.185807, 1.708798, -0.623401], [1.558530, 6.527409, -7.545888], [1.111063, 7.362534, -8.084749], [-4.757281, -0.619280, -0.582110], [-0.204632, -3.292107, 0.505737], [2.795615, 4.068709, -4.731424], [0.716174, -5.837171, 3.546537], [3.181954, 5.035776, -6.110432], [3.623623, -6.976849, 3.543721], [-5.699753, 1.821287, 2.254621], [-1.049347, 0.119316, -1.471664], [3.747622, -9.081982, 4.893130]],
  "forces_ev_per_angstrom": [[-0.0199, 0.1207, 0.2178], [-0.3209, -0.2348, -0.0081], [0.0051, 0.0055, -0.0060], [0.0508, -0.0409, 0.0700], [0.0103, -0.0159, -0.0747], [0.0110, -0.0211, 0.0032], [-0.3718, 0.0566, -0.0488], [0.1181, -0.1157, 0.1987], [0.2388, 0.0435, -0.0842], [-0.2391, 0.3387, 0.1169], [-0.0475, 0.0802, -0.0862], [-0.3988, 0.2068, -0.7066], [-0.1190, 0.1066, 0.0450], [0.2139, 0.0686, 0.1343], [-0.0072, -0.1777, 0.1431], [-0.4240, -0.3218, 1.1471], [0.0638, 0.1457, -0.0887], [0.0331, 0.0971, -0.0288], [0.0319, 0.0141, -0.0890], [0.1460, -0.0914, 0.0001], [0.0890, 0.0407, 0.4369], [0.1433, 0.0680, 0.3631], [0.0914, -0.0617, -0.0274], [-0.0182, 0.0329, -0.0226], [-0.0131, 0.0218, 0.0463], [0.0259, -0.0305, 0.0279], [-0.1325, 0.0783, 0.0034], [0.7380, 0.4236, -0.7054], [0.0014, 0.0288, -0.0338], [0.4010, -0.3899, -0.0816], [-0.0164, -0.0170, -0.0186], [-0.0431, -0.1174, 0.0994], [-0.4248, 0.1376, -0.0474], [0.2829, -0.9066, 0.4424], [0.0514, 0.0284, -0.1921], [-0.1530, 0.3378, 0.0994], [0.0110, 0.0732, -0.0546], [-0.0165, -0.0059, -0.0240], [0.0170, -0.0132, -0.0203], [0.2110, 0.4038, -0.9212], [-0.2974, -0.1706, -0.1432], [0.0026, -0.0044, -0.0125], [0.1055, -0.1658, 0.1697], [1.4038, 0.3203, 0.2957], [0.0784, 0.2797, 0.1689], [0.0184, 0.0099, -0.0234], [-0.2865, 0.0860, -0.0491], [0.0018, 0.0027, -0.0055], [-0.4376, 1.6928, 0.7436], [0.4070, -0.1210, -0.2517], [-0.2018, 0.2145, -0.3887], [-0.1887, -0.1102, -0.0053], [0.1718, -0.6481, 0.1620], [0.1171, 0.1885, -0.1188], [0.0932, 0.0251, -0.0063], [-0.6042, -2.3077, -0.8527], [-0.0299, 0.0486, 0.1113], [-0.0653, 0.0677, -0.0014], [-0.2085, -0.1696, 0.1482], [-0.0290, -0.0598, 0.0986], [0.2780, 0.3961, -0.4952], [0.0588, -0.0842, 0.0632], [-0.2085, -0.0254, 0.1000], [0.0759, -0.0489, -0.0029], [-0.0162, 0.0111, -0.0182], [0.0454, 0.0653, 0.2655], [-0.1147, -0.0939, -0.2074], [-0.0433, 0.1066, 0.0217], [-0.1290, 0.0863, -0.1167], [0.2410, -0.2054, -0.1735], [-0.0070, -0.0146, -0.0006], [0.0736, 0.0678, 0.3620], [0.4081, -0.4530, 0.3853], [-0.5794, 0.2791, 0.0053], [0.0214, -0.0048, -0.0233], [0.0696, -0.3446, -0.5101], [0.0040, 0.0156, -0.0082], [-0.0069, 0.0075, 0.0045], [0.1566, -0.1533, 0.1632], [-0.2391, 0.1958, 0.0459], [-0.1141, -0.0187, 0.0343], [0.0522, -0.0719, -0.0220], [-0.0581, 0.0383, -0.0345], [0.0041, -0.0179, -0.0340], [-0.1879, 0.6123, -0.1563], [-0.0548, 0.0839, 0.0855], [-0.0003, -0.0054, 0.0022]],
  "lumo_ev": -4.68,
  "e_homo_ev": -9.30,
  "charge": 1,
  "molar_mass_g_mol": 539.433,
  "homo_lumo_gap_ha": 0.1697
}